The following is a DFT calculation (ωB97M-V/def2-TZVPD) of C55H61AsClHgN6O2P2SSi2 as an isolated structure in a non-equilibrium geometry.

- Total charge: -2
- Gap between HOMO and LUMO (spin up / spin down): 4.0 / 6.5 eV
- E_LUMO (spin up / spin down): 3.858 / 3.857 eV
- Multiplicity: 2
- Relative energy (zero: lowest compared OMol25 entry of this formula, charge and spin): 49.43 kJ/mol

Geometry (Å):
Hg: 0.02791 0.64723 -0.60431
O: 1.50742 7.00279 -4.05624
C: 0.35515 6.55080 -3.85351
O: -0.75877 6.99028 -4.22303
C: 0.31092 5.25010 -3.02286
C: -0.87282 4.72679 -2.59408
C: -0.90041 3.54309 -1.81310
N: 0.25903 2.88061 -1.52860
C: 1.43625 3.43037 -1.91141
C: 1.49867 4.59419 -2.64568
C: 2.69732 2.76436 -1.45017
C: 3.95233 3.37235 -1.56479
C: 5.06302 2.74031 -1.03730
C: 4.91328 1.51536 -0.39897
C: 3.63923 0.97927 -0.34241
N: 2.57760 1.58522 -0.85834
C: -2.10787 3.02438 -1.24799
C: -3.34955 3.71879 -1.29638
C: -4.44788 3.22017 -0.65395
C: -4.34733 1.97792 0.04182
C: -3.12686 1.33564 0.01155
N: -2.03862 1.81924 -0.57863
H: -1.77026 5.25429 -2.88544
H: 2.42748 5.04261 -2.96517
H: 4.05113 4.33958 -2.03514
H: 6.03829 3.20906 -1.10620
H: 5.75186 0.99689 0.04879
H: 3.44363 0.02977 0.15620
H: -3.41420 4.66924 -1.81160
H: -5.38422 3.76723 -0.67289
H: -5.19056 1.54261 0.56220
H: -3.00803 0.36303 0.49115
C: -0.82657 -5.87832 -0.56814
Si: -1.38316 -4.20261 -1.24853
C: -3.26045 -4.24574 -1.04719
C: -0.98584 -4.29358 -3.08811
N: -0.73447 -2.78823 -0.58346
P: 0.06576 -2.44808 0.73767
C: 0.67839 -0.83742 0.84084
P: 0.87452 0.18915 2.23690
N: 0.68076 1.69760 1.83415
Si: 0.64963 3.23926 2.51791
C: 2.21259 4.17359 2.01888
C: -0.81463 4.18416 1.82511
C: 0.43274 3.29898 4.39898
C: 2.57120 -0.10263 2.94475
C: 3.25746 0.92676 3.59154
C: 4.56693 0.75774 4.02825
C: 5.21740 -0.45419 3.82740
C: 4.54437 -1.49304 3.19772
C: 3.23588 -1.31182 2.76094
C: -0.15435 -0.05227 3.74404
C: -1.52216 0.20641 3.60114
C: -2.35501 0.23787 4.70871
C: -1.82912 0.02585 5.98096
C: -0.47461 -0.22569 6.13288
C: 0.35817 -0.27052 5.01884
C: 1.51153 -3.62634 0.79516
C: 2.61261 -3.27994 0.00121
C: 3.68484 -4.14542 -0.16222
C: 3.68205 -5.38377 0.47542
C: 2.60155 -5.74079 1.26649
C: 1.52273 -4.87213 1.41855
C: -0.90145 -3.02826 2.17928
C: -0.35169 -3.33264 3.42152
C: -1.16273 -3.77989 4.45727
C: -2.53072 -3.92275 4.26161
C: -3.09003 -3.60579 3.03027
C: -2.27848 -3.15711 1.99777
H: -1.32848 -6.68290 -1.12181
H: 0.25426 -6.01746 -0.67487
H: -1.07995 -5.98812 0.49484
H: -3.72354 -4.97962 -1.72260
H: -3.54206 -4.51000 -0.01961
H: -3.66883 -3.25798 -1.28107
H: -1.62030 -5.02827 -3.60558
H: -1.15526 -3.31438 -3.54660
H: 0.06453 -4.57855 -3.24663
H: 2.08701 4.50490 0.97870
H: 2.41307 5.06116 2.63519
H: 3.09326 3.52066 2.04804
H: -0.64532 4.41032 0.76590
H: -1.72255 3.57120 1.89105
H: -0.99470 5.13190 2.35164
H: 1.18690 2.72749 4.95282
H: 0.46229 4.33600 4.75740
H: -0.54649 2.87575 4.65784
H: 2.76258 1.87773 3.74266
H: 5.08315 1.57876 4.51386
H: 6.24337 -0.58340 4.15377
H: 5.04068 -2.44328 3.03046
H: 2.72389 -2.11789 2.26089
H: -1.90919 0.40989 2.60852
H: -3.41342 0.43985 4.58559
H: -2.47614 0.05971 6.85068
H: -0.06065 -0.38283 7.12342
H: 1.41794 -0.46026 5.14464
H: 2.61159 -2.29867 -0.46158
H: 4.53053 -3.85358 -0.77693
H: 4.51551 -6.06533 0.35339
H: 2.58804 -6.70802 1.75836
H: 0.67979 -5.16983 2.02821
H: 0.71595 -3.21446 3.58288
H: -0.72745 -4.01065 5.42321
H: -3.16012 -4.26669 5.07428
H: -4.15904 -3.70719 2.88009
H: -2.69002 -2.90597 1.02545
C: -4.04178 -0.35145 -5.81327
As: -3.60739 0.51675 -4.12980
C: -5.35932 0.84334 -3.38541
C: -2.98006 2.26054 -4.66386
S: -2.32014 -0.63863 -3.00422
H: -4.79631 0.20970 -6.36938
H: -4.40276 -1.34977 -5.58098
H: -3.12783 -0.43637 -6.39780
H: -6.02289 1.23881 -4.15655
H: -5.26091 1.55040 -2.56586
H: -5.74236 -0.09798 -3.00056
H: -3.71650 2.74977 -5.30205
H: -2.04007 2.13827 -5.19823
H: -2.80171 2.85287 -3.76714
Cl: 1.35187 1.56881 -6.56465
C: 1.43104 0.44325 -5.23943
C: 2.01084 -0.79746 -5.41512
C: 2.02191 -1.65817 -4.33495
C: 1.45437 -1.24426 -3.13745
N: 0.92432 -0.04080 -2.97950
C: 0.90665 0.79644 -4.00769
H: 2.42842 -1.07841 -6.37316
H: 2.45046 -2.64918 -4.42161
H: 1.38724 -1.90453 -2.27528
H: 0.46334 1.77613 -3.84056

Atomic forces in eV per Å
Hg -0.099 0.194 0.163
O -0.366 -0.033 -0.010
C 0.046 0.070 -0.151
O 0.354 -0.032 0.073
C -0.024 0.054 0.015
C 0.001 -0.041 -0.042
C 0.066 -0.123 0.165
N 0.241 -0.037 -0.109
C -0.162 0.152 -0.064
C 0.149 -0.074 -0.018
C -0.065 0.053 0.034
C 0.070 0.113 -0.033
C -0.062 0.027 -0.007
C -0.004 0.013 -0.022
C -0.022 -0.135 0.081
N -0.139 -0.228 0.041
C 0.004 -0.135 0.023
C -0.072 -0.006 0.049
C 0.100 -0.203 0.071
C -0.066 0.148 -0.121
C -0.003 -0.029 0.080
N 0.034 0.023 -0.122
H -0.036 -0.019 0.032
H -0.019 -0.002 0.023
H 0.006 -0.010 0.009
H -0.030 0.007 -0.013
H -0.028 0.005 0.000
H -0.014 0.077 -0.074
H 0.018 -0.043 0.024
H 0.017 0.009 0.010
H 0.035 -0.005 -0.016
H 0.022 0.086 -0.065
C 0.132 -0.056 0.169
Si 0.011 0.195 -0.092
C -0.189 -0.072 -0.121
C -0.032 0.004 -0.133
N 0.285 -0.139 0.204
P 0.419 0.200 -0.462
C -0.790 -0.170 0.782
P 0.467 -0.008 -0.520
N 0.239 -0.215 0.436
Si -0.165 -0.024 -0.317
C 0.089 0.121 0.005
C -0.066 0.126 -0.025
C 0.044 -0.090 0.146
C 0.110 0.118 -0.070
C 0.005 -0.030 -0.026
C -0.081 -0.016 -0.028
C -0.059 0.025 -0.019
C -0.021 0.003 -0.002
C -0.014 0.067 0.176
C -0.188 -0.138 -0.041
C 0.111 -0.080 0.080
C 0.035 -0.035 -0.033
C -0.007 -0.022 -0.028
C 0.001 -0.034 -0.015
C -0.046 -0.057 -0.081
C 0.046 -0.065 -0.228
C -0.028 -0.119 0.107
C -0.052 0.056 0.024
C -0.041 0.052 -0.012
C -0.061 0.024 0.026
C 0.116 0.108 0.023
C -0.146 0.165 0.124
C -0.094 0.099 0.072
C 0.051 0.020 0.001
C 0.034 0.035 0.001
C 0.023 0.025 0.042
C 0.096 0.071 0.042
H 0.007 0.108 0.042
H -0.096 -0.031 0.019
H 0.042 -0.014 -0.140
H 0.083 0.106 0.094
H 0.010 0.003 -0.219
H -0.043 -0.026 0.009
H 0.126 0.090 0.095
H 0.035 -0.063 -0.018
H -0.159 0.079 0.038
H 0.062 -0.042 0.138
H -0.048 -0.111 -0.102
H -0.079 0.082 0.011
H -0.070 -0.031 0.111
H 0.085 0.085 -0.013
H 0.036 -0.122 -0.072
H -0.091 0.081 -0.032
H -0.016 -0.092 -0.059
H 0.106 0.045 0.005
H 0.047 -0.010 -0.042
H -0.021 -0.017 -0.013
H -0.018 -0.004 -0.004
H -0.036 0.020 -0.002
H -0.012 -0.082 -0.099
H -0.051 -0.010 0.016
H 0.038 -0.005 -0.014
H 0.009 0.009 -0.029
H -0.003 -0.001 -0.033
H -0.046 -0.004 0.037
H 0.060 0.011 0.001
H -0.056 0.001 0.016
H 0.018 0.011 0.000
H -0.011 0.043 0.001
H 0.018 -0.073 -0.033
H -0.049 -0.011 0.020
H -0.002 0.020 -0.019
H 0.004 -0.007 -0.009
H 0.016 0.015 -0.028
H 0.033 0.035 0.197
C 0.004 0.106 -0.015
As -0.116 0.059 -0.320
C 0.014 0.008 0.040
C 0.029 -0.016 0.068
S -0.025 -0.164 0.080
H 0.056 -0.021 0.035
H -0.044 -0.057 0.000
H 0.014 0.006 -0.014
H 0.044 0.009 0.024
H 0.017 0.045 0.065
H -0.033 -0.061 0.010
H 0.006 -0.018 0.008
H 0.032 0.012 -0.033
H 0.009 -0.021 -0.036
Cl -0.011 -0.009 0.047
C -0.021 0.168 -0.075
C -0.001 -0.026 -0.046
C 0.016 -0.200 0.087
C -0.025 -0.219 0.144
N -0.028 0.103 -0.084
C -0.068 0.196 0.014
H -0.004 0.014 0.008
H -0.036 0.027 0.028
H 0.014 0.050 -0.093
H 0.039 -0.099 -0.046